The following is a quantum chemistry calculation of the molecule C8H10, from OMol25.

```
18
Properties=species:S:1:pos:R:3:lowdin_charge:R:1
C -2.91985 -0.26458 -0.32650 -0.060
C -1.43917 -0.08555 -0.23521 -0.405
C -0.63113 -1.07938 -0.71780 -0.042
C 0.87531 -1.08456 -0.50156 -0.005
C 1.46158 0.00884 0.16483 -0.325
C 2.89338 0.42492 0.30250 -0.075
C 0.55523 0.91040 0.77661 -0.087
C -0.76463 0.81023 0.49324 -0.120
H -3.43975 -0.58316 -1.25272 0.067
H -2.83550 -1.25794 0.49189 0.167
H -3.47190 0.70815 -0.00643 0.096
H -0.92034 -2.18261 -1.01266 0.141
H 1.33743 -1.74122 -1.16818 0.067
H 2.86645 1.69573 0.51387 0.146
H 3.30039 -0.13932 1.19438 0.090
H 3.37850 0.14158 -0.64212 0.068
H 1.06770 1.91048 1.06011 0.124
H -1.31370 1.80799 0.86575 0.154
```

Summary:
HOMO ... -8.73 eV
LUMO energy ... 1.00 eV
SMILES string ... Cc1ccc(C)cc1
Strongest force on any atom ... 7.2 eV/Å
Spin multiplicity ... 1
Net charge ... 0
Energy ... -8454.9790 eV